Record 1
C27H67F2N9O21S2 | ωB97M-V with the def2-TZVPD basis set

```
! wB97M-V def2-TZVPD RIJCOSX def2/J DEFGRID3
* xyz 3 2
N 14.238 14.711 -4.502
S 13.907 14.706 -5.987
O 14.186 13.522 -6.745
O 14.003 15.991 -6.738
F 12.337 14.554 -5.699
S 15.910 14.684 -4.732
O 16.614 15.972 -4.922
O 16.484 13.442 -5.155
F 16.088 14.502 -3.151
C 12.412 23.250 -6.156
C 13.221 22.014 -6.634
O 14.345 21.997 -7.068
N 12.496 20.677 -6.462
H 12.209 20.714 -5.494
H 11.580 20.624 -6.884
C 13.293 19.454 -6.768
H 11.396 23.258 -6.550
H 12.827 24.172 -6.565
H 12.246 23.157 -5.083
H 13.415 19.479 -7.851
H 12.654 18.628 -6.457
H 14.126 19.373 -6.069
C 17.200 14.430 -10.408
C 16.515 15.207 -9.283
O 16.447 14.844 -8.102
N 15.801 16.497 -9.690
H 16.187 16.657 -10.610
H 14.831 16.330 -9.913
C 15.906 17.750 -8.750
H 16.381 14.153 -11.072
H 17.694 13.524 -10.057
H 17.899 15.037 -10.984
H 16.984 17.905 -8.780
H 15.494 17.445 -7.788
H 15.473 18.619 -9.247
C 22.504 15.210 -7.581
C 21.001 15.291 -7.684
O 20.302 14.310 -7.690
N 20.404 16.671 -7.908
H 21.123 17.351 -8.107
H 19.925 16.658 -8.797
C 19.485 17.167 -6.748
H 22.887 15.887 -8.345
H 22.823 14.173 -7.684
H 22.822 15.455 -6.568
H 18.874 16.373 -6.318
H 18.814 17.946 -7.110
H 20.118 17.598 -5.972
C 13.949 11.211 -9.175
C 13.556 12.470 -9.962
O 14.227 12.933 -10.896
N 12.311 13.186 -9.435
H 11.992 13.034 -8.489
H 12.663 14.132 -9.447
C 11.098 12.937 -10.399
H 13.223 10.453 -9.470
H 13.789 11.298 -8.100
H 14.941 10.837 -9.431
H 10.228 13.492 -10.049
H 10.831 11.891 -10.550
H 11.339 13.411 -11.351
C 18.812 11.841 -6.156
C 19.194 11.161 -4.878
O 19.814 10.125 -4.833
N 18.773 11.813 -3.574
H 19.496 11.519 -2.934
H 18.830 12.817 -3.664
C 17.447 11.266 -3.058
H 18.892 12.928 -6.137
H 17.814 11.520 -6.454
H 19.456 11.632 -7.011
H 17.145 11.832 -2.177
H 17.589 10.207 -2.843
H 16.699 11.435 -3.833
C 11.165 17.455 -2.138
C 11.980 17.203 -3.375
O 11.625 17.315 -4.553
N 13.357 16.695 -2.996
H 13.326 16.327 -2.056
H 13.717 15.899 -3.502
C 14.390 17.829 -3.035
H 10.346 18.131 -2.383
H 11.743 17.943 -1.353
H 10.674 16.555 -1.767
H 15.351 17.321 -2.951
H 14.050 18.495 -2.242
H 14.295 18.456 -3.922
C 8.012 16.785 -9.146
C 7.717 16.571 -7.669
O 6.630 16.699 -7.142
N 8.898 16.302 -6.789
H 9.754 16.787 -7.017
H 8.764 16.718 -5.878
C 9.229 14.818 -6.719
H 8.334 15.789 -9.451
H 8.792 17.485 -9.444
H 7.079 16.913 -9.696
H 9.756 14.589 -5.793
H 9.888 14.667 -7.574
H 8.325 14.209 -6.695
C 13.619 11.119 -4.434
C 13.782 11.554 -3.027
O 14.513 10.994 -2.186
N 13.178 12.887 -2.793
H 13.743 13.235 -2.031
H 13.541 13.524 -3.488
C 11.613 12.911 -2.630
H 12.614 10.947 -4.820
H 14.152 10.176 -4.556
H 14.232 11.766 -5.061
H 11.331 12.196 -1.858
H 11.097 12.696 -3.566
H 11.308 13.898 -2.283
O 15.023 13.839 -0.755
C 14.607 14.875 -0.081
O 13.691 15.608 -0.523
O 15.204 15.226 0.941
H 15.668 13.497 -0.132
O 10.181 10.506 -8.217
C 10.656 11.067 -7.096
O 10.492 10.378 -6.126
O 11.166 12.229 -7.080
H 9.923 9.808 -7.611
O 16.944 18.531 -6.126
C 17.073 19.531 -5.306
O 16.988 20.703 -5.752
O 17.325 19.344 -4.091
H 17.021 17.838 -5.465
*
```

HOMO energy (spin up / spin down), eV: -11.12 / -12.21
LUMO energy (spin up / spin down), eV: -7.7 / -7.8
Gap between HOMO and LUMO (spin up / spin down), eV: 3.461 / 4.454

Here are the Löwdin charges for atoms 1 to 4, given in e:
1. N -0.365
2. S 0.411
3. O -0.321
4. O -0.368

***

Record 2
C27H68F5N9O6P3S | ωB97M-V with the def2-TZVPD basis set

```
! wB97M-V def2-TZVPD RIJCOSX def2/J DEFGRID3
* xyz -1 1
C -0.208 1.940 1.107
C -0.305 0.880 0.013
C -1.162 1.490 -1.122
C -0.991 -0.451 0.433
C -1.072 -0.687 1.934
C -0.276 -1.627 -0.281
O 0.760 -2.192 0.471
C 2.024 -1.557 0.215
S 3.101 -1.997 1.477
O 4.375 -1.343 1.320
O 2.448 -1.762 2.743
C 3.549 -3.831 1.418
F 4.830 -4.067 1.788
F 3.427 -4.232 0.123
C 2.640 -4.754 2.246
F 1.347 -4.633 1.957
F 3.001 -6.044 1.975
F 2.776 -4.576 3.567
H 0.311 2.795 0.677
H 0.362 1.603 1.972
H -1.188 2.305 1.414
H 0.674 0.719 -0.432
H -0.683 2.340 -1.596
H -1.324 0.688 -1.849
H -2.161 1.745 -0.759
H -2.011 -0.426 0.035
H -1.771 -1.516 2.098
H -0.130 -1.024 2.359
H -1.463 0.160 2.493
H 0.070 -1.248 -1.249
H -0.999 -2.429 -0.455
H 2.466 -1.928 -0.723
O -1.634 -9.610 4.413
P -0.243 -9.870 4.926
N 0.363 -8.268 4.957
C 1.442 -7.634 4.230
C -0.270 -7.375 5.914
N 0.291 -10.848 3.601
C 1.472 -10.575 2.809
C -0.748 -11.374 2.721
N 0.977 -10.506 5.925
C 2.089 -9.790 6.516
C 1.160 -11.956 5.962
H 2.228 -7.293 4.920
H 1.099 -6.765 3.666
H 1.940 -8.281 3.518
H 0.013 -7.619 6.951
H -1.360 -7.429 5.845
H 0.012 -6.339 5.733
H 1.314 -9.748 2.108
H 1.739 -11.458 2.219
H 2.342 -10.367 3.434
H -1.105 -10.617 2.011
H -1.602 -11.732 3.288
H -0.362 -12.223 2.148
H 2.896 -9.643 5.793
H 2.500 -10.355 7.356
H 1.794 -8.831 6.934
H 1.897 -12.282 5.222
H 0.226 -12.476 5.767
H 1.505 -12.283 6.948
O -0.599 3.157 -3.991
P -0.660 3.253 -5.486
N 0.848 2.526 -5.876
C 2.030 3.043 -6.518
C 0.957 1.111 -5.547
N -0.685 4.984 -5.590
C 0.260 5.773 -6.348
C -1.008 5.700 -4.361
N -1.301 3.115 -7.053
C -0.658 2.544 -8.217
C -2.474 3.917 -7.396
H 2.242 2.513 -7.461
H 2.907 2.924 -5.873
H 1.969 4.094 -6.774
H 0.354 0.487 -6.225
H 0.622 0.914 -4.526
H 1.988 0.766 -5.618
H 1.234 5.840 -5.849
H -0.116 6.794 -6.470
H 0.390 5.388 -7.362
H -0.146 5.759 -3.683
H -1.824 5.221 -3.826
H -1.329 6.721 -4.593
H 0.039 3.253 -8.675
H -1.403 2.285 -8.974
H -0.141 1.614 -7.996
H -2.184 4.878 -7.833
H -3.088 4.111 -6.520
H -3.109 3.396 -8.118
O -1.006 4.978 0.901
P -0.991 6.419 0.486
N -0.323 7.116 1.912
C -0.860 8.048 2.869
C 1.055 6.746 2.195
N -2.703 6.609 0.311
C -3.490 7.611 0.993
C -3.484 5.375 0.231
N -0.703 7.780 -0.490
C -0.089 9.029 -0.097
C -1.412 7.878 -1.764
H -0.278 8.985 2.892
H -0.837 7.626 3.880
H -1.885 8.340 2.674
H 1.759 7.225 1.497
H 1.197 5.665 2.123
H 1.345 7.042 3.203
H -3.649 7.361 2.050
H -4.476 7.695 0.526
H -3.043 8.605 0.911
H -3.638 4.925 1.219
H -2.995 4.639 -0.401
H -4.465 5.578 -0.208
H -0.802 9.679 0.422
H 0.266 9.571 -0.977
H 0.792 8.885 0.524
H -2.354 8.424 -1.654
H -1.632 6.894 -2.168
H -0.805 8.398 -2.511
*
```

HOMO energy, eV: -3.33
LUMO energy, eV: 1.9
Gap between HOMO and LUMO, eV: 5.232

Here are the Löwdin charges for atoms 1 to 4, given in e:
1. C -0.096
2. C -0.381
3. C -0.090
4. C -0.313

***

Record 3
C27H69BaN6O10 | ωB97M-V with the def2-TZVPD basis set

```
! wB97M-V def2-TZVPD RIJCOSX def2/J DEFGRID3
* xyz 1 1
Ba -4.431 4.726 0.703
N -0.135 0.395 1.979
O 0.013 -0.836 1.858
O 0.808 1.195 1.835
O -1.288 0.813 2.201
C -11.362 3.463 -0.800
C -10.091 3.496 0.089
C -9.827 2.098 0.672
O -8.694 2.032 1.452
C -8.516 0.959 2.303
N -9.021 4.034 -0.715
H -12.109 2.842 -0.308
H -11.228 2.846 -1.688
H -11.685 4.451 -1.130
H -10.245 4.252 0.860
H -9.726 1.251 -0.007
H -10.694 1.903 1.302
H -7.522 1.033 2.745
H -8.439 -0.020 1.831
H -9.386 1.005 2.958
H -8.977 3.594 -1.624
H -9.353 4.948 -0.988
C 1.217 9.065 4.019
C -0.217 8.884 3.642
C -0.965 10.237 3.404
O -0.850 11.126 4.469
C -1.313 12.404 4.175
N -0.290 8.043 2.409
H 1.718 8.112 3.848
H 1.386 9.367 5.053
H 1.636 9.781 3.312
H -0.783 8.266 4.339
H -2.015 9.999 3.235
H -0.568 10.595 2.454
H -0.838 12.804 3.280
H -1.096 13.092 4.993
H -2.395 12.442 4.047
H 0.362 7.271 2.423
H 0.159 8.636 1.726
C 7.394 4.127 0.910
C 7.049 5.131 -0.218
C 8.380 5.673 -0.796
O 8.300 6.978 -1.301
C 7.832 7.014 -2.585
N 6.091 4.525 -1.102
H 8.004 4.598 1.681
H 8.117 3.368 0.613
H 6.503 3.673 1.344
H 6.395 5.855 0.266
H 8.762 4.998 -1.561
H 9.153 5.587 -0.032
H 8.436 7.586 -3.289
H 6.907 7.567 -2.419
H 7.459 6.052 -2.937
H 5.364 4.167 -0.500
H 6.541 3.671 -1.399
C -4.627 -5.523 -1.538
C -5.334 -5.621 -2.871
C -5.447 -7.057 -3.468
O -6.306 -6.946 -4.595
C -6.538 -8.184 -5.315
N -6.672 -5.045 -2.722
H -3.572 -5.777 -1.644
H -5.139 -6.113 -0.777
H -4.650 -4.500 -1.161
H -4.757 -5.053 -3.601
H -5.809 -7.750 -2.708
H -4.485 -7.363 -3.879
H -5.720 -8.823 -5.647
H -7.140 -8.008 -6.206
H -7.261 -8.799 -4.778
H -7.094 -5.710 -2.090
H -7.089 -5.419 -3.562
C -0.543 -5.111 5.975
C -1.995 -4.825 5.991
O -2.190 -3.437 5.964
O 0.090 -5.276 4.671
H -0.456 -6.004 6.594
H -0.051 -4.362 6.595
H -2.442 -5.231 6.899
H -2.518 -5.377 5.209
H -2.097 -3.113 5.065
H -0.004 -4.429 4.228
C 6.186 -3.990 0.250
C 6.136 -4.671 -1.135
C 5.848 -6.187 -0.840
C 5.450 -7.126 -1.967
C 4.279 -6.567 -2.726
C 4.431 -5.042 -3.027
N 4.939 -4.188 -1.919
O 4.967 -2.849 -2.245
C 5.355 -4.977 -4.237
C 3.038 -4.507 -3.472
C 7.483 -4.581 -1.905
H 6.964 -4.278 0.957
H 5.317 -4.154 0.886
H 6.092 -2.904 0.215
H 6.742 -6.630 -0.402
H 5.132 -6.139 -0.020
H 4.942 -8.002 -1.565
H 6.269 -7.364 -2.646
H 3.445 -6.747 -2.048
H 4.086 -7.127 -3.641
H 4.774 -5.434 -5.037
H 5.637 -3.947 -4.458
H 6.248 -5.600 -4.282
H 2.507 -5.270 -4.040
H 2.555 -4.220 -2.538
H 3.222 -3.650 -4.120
H 7.624 -3.535 -2.178
H 7.584 -5.267 -2.746
H 8.279 -4.858 -1.215
H 4.389 -2.503 -1.561
*
```

HOMO energy, eV: -8.75
LUMO energy, eV: -6.8
Gap between HOMO and LUMO, eV: 1.985

Here are the Löwdin charges for atoms 1 to 4, given in e:
1. Ba 1.770
2. N -0.652
3. O -0.031
4. O -0.050